Record 1
5
Properties=species:S:1:pos:R:3:forces:R:3:mulliken_charge:R:1 method="wB97M-V/def2-TZVPD" total_charge=0 gap_ev="6.005 / 6.193"
N 1.101 1.110 -0.513 -0.2 -0.9 1.3 -0.27
N -2.218 -0.069 -0.100 -0.8 0.5 0.0 -0.17
N 0.857 0.201 0.192 -2.0 1.1 -3.5 0.00
S -1.158 -1.001 -0.442 1.4 0.0 0.4 0.22
H 1.418 -0.242 0.862 1.6 -0.8 1.8 0.22

***

Record 2
15
Properties=species:S:1:pos:R:3:forces:R:3:mulliken_charge:R:1 method="wB97M-V/def2-TZVPD" total_charge=0 gap_ev=9.930
C 1.805 0.532 -0.759 0.0 0.0 -0.1 -1.06
C 0.641 -0.065 -0.670 -0.1 -0.5 -0.2 0.69
N -0.369 -0.749 -0.611 0.8 0.3 0.0 -0.28
C -0.826 -1.322 -1.872 -0.2 -0.2 -0.3 -0.78
H 2.671 -0.102 -0.890 0.1 0.1 0.2 0.27
H 1.902 1.609 -0.765 -0.1 -0.1 -0.1 0.32
H -0.472 -0.746 -2.735 -0.1 -0.1 0.1 0.31
H -0.398 -2.327 -1.918 -0.2 0.1 -0.1 0.28
H -1.912 -1.406 -1.891 0.1 0.1 0.0 0.27
C -0.827 0.702 2.176 -0.3 -0.1 0.3 -0.56
O 0.155 1.409 1.450 0.2 0.1 0.2 -0.51
H -1.763 1.250 2.046 0.1 -0.1 0.1 0.20
H -0.583 0.669 3.246 -0.1 0.0 -0.1 0.27
H -0.977 -0.320 1.804 0.1 0.2 0.0 0.27
H 0.953 0.867 1.390 -0.2 0.2 0.1 0.32

***

Record 3
16
Properties=species:S:1:pos:R:3:forces:R:3:mulliken_charge:R:1 method="wB97M-V/def2-TZVPD" total_charge=0 gap_ev="8.051 / 8.052"
C 0.986 -0.003 -1.209 -1.0 -0.8 -0.3 -0.27
C 0.504 1.073 -1.889 -2.3 -1.3 2.9 -0.56
C 0.274 -0.604 -0.182 1.9 -0.3 1.8 -0.54
C -0.734 1.577 -1.512 0.7 1.2 -1.8 -0.24
C -0.924 -0.003 0.155 0.2 0.9 0.1 0.69
C -1.686 -0.394 1.364 -1.0 -1.2 0.2 0.07
N -1.388 1.044 -0.559 -2.1 -1.1 2.6 -0.47
N -0.960 -0.894 2.441 -0.8 0.1 -1.3 -0.49
O -4.063 -1.245 2.252 0.0 -0.3 1.3 -0.57
S -3.350 -0.582 1.162 1.8 0.8 -1.3 0.30
H 1.798 -0.503 -1.656 1.4 -0.4 0.1 0.40
H 1.085 1.354 -2.622 2.4 2.2 -3.9 0.52
H 0.886 -1.311 0.491 -1.7 0.6 -1.2 0.30
H -1.244 2.433 -1.990 0.6 -0.4 0.0 0.37
H -0.194 -0.351 2.754 0.9 0.6 -0.1 0.24
H -1.525 -1.118 3.216 -1.0 -0.6 1.0 0.24

***

Record 4
16
Properties=species:S:1:pos:R:3:forces:R:3:mulliken_charge:R:1 method="wB97M-V/def2-TZVPD" total_charge=0 gap_ev=9.035
C 0.715 0.836 -0.333 -1.7 -1.9 0.7 0.57
C 1.094 1.536 0.927 -2.3 -1.9 0.2 -0.97
C -0.987 -1.265 -1.226 -1.6 -0.4 -1.8 -1.09
C -0.851 -0.429 -0.016 3.6 1.8 1.3 0.19
N 1.322 0.897 -1.395 0.4 -0.1 -1.2 -0.64
N -2.101 0.911 1.371 -1.3 -0.3 -1.0 -0.64
N -1.900 0.468 0.199 -1.9 1.2 1.6 -0.07
H 0.160 1.354 1.567 1.9 0.8 0.0 0.31
H 2.042 1.131 1.245 -0.1 -0.6 0.6 0.24
H 1.340 2.524 0.696 -0.2 1.9 -0.2 0.35
H -2.007 -1.837 -1.243 1.9 1.1 -0.2 0.28
H -0.757 -0.802 -2.268 -0.9 -0.1 1.8 0.18
H -0.201 -1.961 -1.168 0.8 -1.4 0.2 0.42
H -0.428 -0.980 0.921 -1.0 0.9 -1.5 0.39
H 1.050 0.319 -2.196 -0.3 0.1 0.4 0.25
H -3.070 1.476 1.422 2.6 -1.1 -0.8 0.24

***

Record 5
53
Properties=species:S:1:pos:R:3:forces:R:3:mulliken_charge:R:1 method="wB97M-V/def2-TZVPD" total_charge=+3 gap_ev=5.463
Zr -1.329 0.374 1.478 0.2 -0.1 -0.6 0.41
C -1.679 0.154 4.094 0.0 -0.1 0.1 -0.04
C -0.546 0.975 3.994 -0.1 0.0 0.0 -0.90
C -0.639 2.229 3.381 0.0 0.0 0.0 0.17
C -1.869 2.667 2.876 0.0 0.0 0.0 -0.92
C -2.999 1.849 2.973 -0.1 0.0 0.0 -0.09
C -2.903 0.584 3.571 -0.1 0.0 0.1 -0.90
H -1.608 -0.813 4.581 0.0 0.0 0.0 0.53
H 0.402 0.654 4.406 0.0 0.0 0.0 0.60
H 0.236 2.863 3.309 0.0 0.0 0.0 0.49
H -1.940 3.649 2.425 0.0 0.0 0.0 0.60
H -3.955 2.195 2.599 0.0 0.0 0.0 0.65
H -3.779 -0.049 3.648 0.0 0.0 0.0 0.46
N 5.438 -0.063 -6.213 0.0 0.0 0.0 -0.36
C 4.724 0.053 -5.322 0.0 0.0 0.0 -0.28
C 3.824 0.182 -4.208 0.1 0.0 -0.1 0.50
C 3.582 1.436 -3.648 0.0 0.0 0.0 -0.87
C 2.698 1.557 -2.594 0.0 0.0 0.0 -0.47
C 2.073 0.419 -2.069 0.0 0.0 0.0 -0.51
C 2.347 -0.842 -2.617 0.0 0.0 -0.1 -0.28
C 3.202 -0.956 -3.696 0.0 0.0 0.0 -0.91
C 1.146 0.531 -0.936 0.0 0.0 0.1 1.31
C 1.432 -0.234 0.219 -0.1 0.0 0.1 0.18
C 2.606 -0.932 0.479 0.1 0.0 0.0 -0.60
C 2.532 -1.462 1.777 0.1 0.0 -0.1 -1.30
C 1.335 -1.052 2.295 -0.2 0.1 0.0 -0.59
N 0.617 -0.295 1.386 0.2 -0.1 0.0 0.61
C 0.055 1.417 -1.045 -0.1 -0.1 0.1 0.33
C -0.277 2.206 -2.146 0.0 0.1 -0.1 -0.48
C -1.333 3.054 -1.786 0.0 0.0 -0.1 -1.41
C -1.652 2.746 -0.490 0.0 -0.1 0.1 -0.27
N -0.860 1.730 0.004 0.1 0.2 -0.1 0.47
H 4.093 2.306 -4.038 0.0 0.0 0.0 0.51
H 2.540 2.527 -2.142 0.0 0.0 0.0 0.61
H 1.856 -1.726 -2.231 0.0 0.0 0.0 0.58
H 3.396 -1.920 -4.146 0.0 0.0 0.0 0.50
H 3.446 -1.003 -0.194 0.0 0.0 0.0 0.69
H 3.281 -2.046 2.288 0.0 0.0 0.0 0.53
H 0.938 -1.267 3.277 0.0 0.0 0.0 0.59
H 0.213 2.163 -3.106 0.0 0.0 0.0 0.72
H -1.809 3.801 -2.401 0.0 0.0 0.0 0.51
H -2.433 3.183 0.114 0.0 0.0 0.0 0.58
I -4.024 0.037 -0.149 -0.1 0.3 0.0 0.31
C -3.002 -1.765 -0.050 0.0 -0.3 0.0 0.64
C -3.452 -2.894 -0.695 0.0 0.1 0.0 -0.67
C -2.705 -4.057 -0.537 0.0 -0.1 0.0 -0.20
C -1.555 -4.034 0.242 0.0 0.0 0.0 -0.98
C -1.170 -2.853 0.836 0.0 0.0 0.0 -0.06
N -1.892 -1.714 0.705 0.1 0.1 0.0 0.08
H -4.352 -2.876 -1.293 0.0 0.0 0.0 0.47
H -3.021 -4.973 -1.019 0.0 0.0 0.0 0.47
H -0.957 -4.923 0.384 0.0 0.0 0.0 0.48
H -0.269 -2.791 1.430 0.0 0.0 0.0 0.51

***

Record 6
120
Properties=species:S:1:pos:R:3:forces:R:3:mulliken_charge:R:1 method="wB97M-V/def2-TZVPD" spin_multiplicity=3 total_charge=+2 gap_ev="5.642 / 7.642"
Ti 0.106 -0.662 -0.303 1.3 -1.2 1.9 -0.14
C 5.919 1.829 1.003 0.1 0.0 0.0 -1.27
N 4.642 1.239 1.356 -0.2 0.0 -0.1 0.49
C 4.562 0.762 2.716 -0.1 -0.2 0.0 -1.13
C 3.631 1.125 0.433 -0.1 -0.2 0.2 -1.03
N 2.912 0.048 0.253 -0.2 -0.2 0.0 0.37
C 3.543 -1.184 0.711 0.0 -0.1 -0.1 -0.71
C 2.866 -2.405 0.105 0.6 0.4 0.1 -1.98
N 1.423 -2.457 0.383 0.1 -0.3 -0.1 0.99
C 1.225 -2.520 1.840 -0.2 0.2 0.6 -2.08
C 0.759 -1.164 2.361 0.2 -0.3 0.4 -0.42
N -0.625 -0.898 1.992 -0.1 -0.2 0.2 1.03
C -1.506 -0.961 2.943 0.2 0.2 -0.3 -1.86
N -1.226 -1.434 4.210 0.0 0.0 0.0 0.67
C -1.767 -0.785 5.391 -0.1 0.2 0.0 -1.07
C -0.896 -2.827 4.453 0.1 -0.2 -0.1 -1.09
N -2.828 -0.556 2.626 0.0 -0.2 0.2 1.45
C -3.758 -1.669 2.788 0.0 0.0 0.0 -1.15
C -3.362 0.659 3.232 -0.1 0.2 0.1 -1.33
C 0.889 -3.675 -0.239 -0.6 -0.4 -0.1 -1.92
C -0.632 -3.601 -0.310 0.4 -0.5 -0.1 -0.50
N -0.966 -2.494 -1.190 -0.1 0.0 0.4 0.95
C -1.929 -2.731 -2.056 0.0 -0.1 0.1 -0.44
N -2.842 -3.736 -1.888 0.0 0.3 -0.1 0.30
C -3.544 -3.983 -0.651 0.0 0.0 0.2 -1.06
C -3.262 -4.561 -3.002 0.0 -0.1 -0.1 -1.17
N -2.050 -1.994 -3.197 -0.1 -0.1 0.1 1.20
C -3.356 -1.738 -3.770 -0.1 0.1 0.0 -1.36
C -0.961 -1.859 -4.139 0.3 -0.1 0.0 -1.13
N 3.388 2.230 -0.335 0.3 0.1 0.0 1.12
C 3.436 2.123 -1.776 -0.1 -0.2 -0.2 -0.80
C 3.696 3.556 0.157 0.0 0.2 0.0 -1.27
H 6.709 1.118 1.255 0.0 0.1 0.0 0.42
H 5.963 2.011 -0.066 0.0 0.1 0.0 0.32
H 6.104 2.759 1.546 0.0 0.0 0.0 0.37
H 4.905 1.553 3.387 0.0 0.0 0.0 0.40
H 3.530 0.526 2.969 0.0 0.0 0.0 0.26
H 5.192 -0.118 2.882 -0.1 0.0 0.0 0.29
H 4.592 -1.205 0.391 0.0 -0.1 0.2 0.80
H 3.553 -1.284 1.802 0.0 0.0 -0.1 0.24
H 3.027 -2.405 -0.973 -0.1 -0.1 0.1 0.54
H 3.350 -3.305 0.511 -0.1 0.0 -0.1 0.44
H 0.478 -3.279 2.081 0.1 0.1 -0.1 0.52
H 2.144 -2.818 2.360 -0.1 0.0 -0.2 0.31
H 0.891 -1.109 3.449 0.1 0.1 -0.2 0.95
H 1.365 -0.388 1.869 0.1 -0.1 0.3 -0.37
H -1.680 0.292 5.297 -0.1 0.1 0.1 0.32
H -2.803 -1.054 5.608 -0.1 0.0 0.0 0.28
H -1.161 -1.098 6.239 0.0 0.0 0.0 0.39
H -0.785 -3.367 3.518 0.0 0.0 0.0 0.33
H 0.018 -2.924 5.044 0.0 0.0 0.0 0.34
H -1.711 -3.299 5.008 0.0 0.0 0.0 0.40
H -4.003 -1.895 3.832 0.0 0.0 0.0 0.38
H -4.682 -1.414 2.273 -0.1 -0.1 0.0 0.38
H -3.336 -2.564 2.332 0.0 -0.1 0.0 0.26
H -4.126 1.069 2.568 0.0 0.1 0.0 0.28
H -3.830 0.476 4.205 0.0 0.0 -0.1 0.46
H -2.575 1.396 3.363 0.0 0.1 0.0 0.37
H 1.268 -3.747 -1.264 0.0 0.0 0.2 0.35
H 1.206 -4.576 0.309 0.1 0.2 -0.1 0.40
H -1.003 -4.555 -0.709 0.0 0.1 0.2 0.68
H -1.067 -3.457 0.689 0.1 -0.1 -0.1 0.12
H -3.298 -3.206 0.069 0.0 0.0 0.1 0.17
H -4.619 -3.947 -0.838 0.0 0.0 0.0 0.39
H -3.308 -4.967 -0.237 0.0 0.1 0.1 0.31
H -2.614 -4.396 -3.856 0.0 0.0 -0.1 0.31
H -3.176 -5.609 -2.706 0.0 0.0 0.0 0.40
H -4.297 -4.374 -3.292 -0.1 0.0 0.0 0.37
H -4.124 -1.875 -3.015 -0.1 0.0 0.0 0.36
H -3.379 -0.701 -4.105 -0.1 0.1 0.0 0.35
H -3.574 -2.377 -4.629 0.0 0.0 0.0 0.43
H -0.018 -2.074 -3.644 -0.1 0.0 -0.1 0.23
H -1.090 -2.559 -4.972 0.0 0.0 0.0 0.37
H -0.946 -0.850 -4.548 0.1 0.0 0.0 0.34
H 4.308 2.661 -2.163 0.0 0.0 0.0 0.39
H 2.547 2.552 -2.235 0.0 0.0 -0.1 -0.15
H 3.521 1.077 -2.056 0.0 0.1 0.0 0.38
H 4.701 3.891 -0.108 0.0 0.0 0.0 0.44
H 3.592 3.581 1.237 0.0 0.1 0.1 0.35
H 2.985 4.253 -0.283 0.0 0.1 0.0 0.37
Br 1.871 1.792 -6.225 -0.1 -0.2 0.5 -0.07
C 1.389 0.986 -4.578 -0.2 0.1 0.1 -1.10
C 2.177 -0.037 -4.025 -0.2 0.1 0.2 -0.87
C 1.827 -0.540 -2.794 0.4 -0.2 -0.6 -0.63
N 0.751 -0.153 -2.089 -0.3 1.0 -1.6 1.86
C -0.089 0.762 -2.687 0.4 -0.1 -0.4 0.10
C 0.246 1.372 -3.907 0.4 -0.1 -0.1 -0.55
C -1.373 0.905 -2.058 -0.5 -0.2 0.2 1.70
C -2.428 1.669 -2.578 -0.2 0.1 0.2 -1.56
C -3.687 1.556 -2.025 0.0 -0.1 0.0 -1.23
Br -5.141 2.587 -2.678 0.5 -0.3 0.2 -0.09
C -3.889 0.640 -0.974 0.2 0.1 -0.3 -1.68
C -2.801 -0.030 -0.473 -0.5 -0.1 0.1 0.41
N -1.555 0.117 -0.946 -1.4 1.4 -1.6 1.37
H 3.051 -0.394 -4.543 0.1 -0.1 0.0 0.54
H 2.444 -1.311 -2.350 -0.1 0.2 0.0 -0.37
H -0.392 2.127 -4.335 -0.1 0.1 -0.1 0.85
H -2.258 2.336 -3.405 0.0 0.1 -0.1 0.76
H -4.872 0.490 -0.562 -0.1 0.0 0.1 0.66
H -2.900 -0.689 0.383 0.0 0.1 -0.1 0.07
C 0.813 2.252 2.288 0.1 0.0 -0.4 -0.81
P 0.137 2.118 0.567 -0.4 0.9 1.0 2.71
C -1.632 2.490 0.969 0.2 -0.3 -0.1 -0.77
C 0.422 3.816 -0.106 0.2 -0.3 -0.2 0.75
C 0.406 4.956 0.693 0.0 0.0 0.0 -1.06
C 0.460 6.217 0.125 0.0 0.1 0.0 -0.86
C 0.522 6.366 -1.250 0.0 -0.1 -0.1 -0.82
C 0.531 5.239 -2.056 0.0 0.1 -0.1 -0.71
C 0.478 3.978 -1.485 0.0 -0.1 0.1 -0.04
H 0.699 3.257 2.688 0.0 -0.1 0.1 0.71
H 1.869 1.992 2.297 0.1 0.0 0.1 -0.21
H 0.261 1.558 2.920 0.0 -0.1 0.1 0.00
H -1.692 3.243 1.756 0.0 0.0 0.0 0.76
H -2.140 1.581 1.275 0.0 0.1 0.1 -0.55
H -2.117 2.884 0.076 0.0 0.0 0.0 0.36
H 0.337 4.894 1.767 0.0 0.0 0.1 0.35
H 0.444 7.086 0.764 0.0 0.1 0.1 0.47
H 0.559 7.349 -1.691 0.0 0.1 0.0 0.43
H 0.576 5.343 -3.129 0.0 0.0 -0.1 0.53
H 0.467 3.099 -2.111 0.0 0.1 -0.1 -0.06

***

Record 7
9
Properties=species:S:1:pos:R:3:forces:R:3:mulliken_charge:R:1 method="wB97M-V/def2-TZVPD" total_charge=-2 gap_ev=6.155
N 1.828 0.433 0.091 -2.0 0.8 1.3 -0.77
O -0.482 -1.769 1.304 0.7 -0.1 0.3 -0.69
O -0.515 -1.162 -1.207 -0.3 0.1 0.5 -0.77
O -2.532 -0.754 0.352 -2.9 0.9 -0.1 -0.70
O -0.468 2.255 -0.389 0.1 -0.8 1.0 -0.62
P -1.110 -1.007 0.180 2.4 -0.7 -0.7 0.79
S -0.140 1.201 0.692 2.2 0.1 -1.9 0.18
H 1.283 -0.279 -0.384 0.3 -0.5 -0.5 0.37
H 2.135 1.083 -0.638 -0.6 0.1 0.1 0.21

***

Record 8
65
Properties=species:S:1:pos:R:3:forces:R:3:mulliken_charge:R:1 method="wB97M-V/def2-TZVPD" spin_multiplicity=4 total_charge=+2 gap_ev="4.903 / 6.907"
Cr -11.186 10.593 8.436 -0.2 -2.3 1.8 0.22
Cl -8.235 6.179 13.474 0.4 0.0 0.1 -0.17
C -8.464 7.207 12.118 -1.2 0.5 0.3 0.01
C -8.250 6.740 10.829 0.8 -1.3 -0.2 -0.44
C -8.584 7.486 9.718 0.1 -0.8 -0.4 -0.69
C -9.435 8.582 9.866 0.0 0.2 0.4 0.38
O -10.023 9.080 8.804 -0.2 0.9 -0.4 0.09
C -9.612 9.105 11.193 -0.8 0.4 -1.5 -0.17
C -10.425 10.255 11.397 -0.2 0.2 -1.8 -0.22
N -11.184 10.839 10.467 0.3 -0.5 1.0 0.43
C -11.989 11.948 10.854 0.1 0.5 -0.7 -0.06
C -12.377 12.271 12.134 1.0 -0.7 0.2 -0.33
C -12.975 13.489 12.443 -0.2 1.4 0.1 -1.08
C -13.253 14.357 11.409 -0.1 0.3 0.6 -0.71
C -12.843 14.107 10.076 -0.2 -0.9 0.5 0.75
C -12.993 15.050 9.057 -0.3 0.1 0.2 -0.47
C -12.695 14.634 7.785 -0.5 2.6 -1.5 -0.85
C -12.204 13.387 7.508 0.1 -1.6 0.7 -0.25
N -12.045 12.452 8.473 0.7 0.9 -0.4 0.41
C -12.284 12.833 9.761 -0.7 0.4 0.9 0.67
C -9.097 8.427 12.287 1.0 -0.4 0.5 -0.83
H -7.840 5.706 10.716 -0.1 1.2 0.0 0.39
H -8.268 7.134 8.724 -0.6 0.2 0.5 0.46
H -10.338 10.739 12.347 -0.3 0.1 0.7 0.61
H -12.120 11.610 12.959 -0.1 0.0 -0.2 0.53
H -13.072 13.845 13.501 -0.4 -0.7 -1.1 0.37
H -13.840 15.255 11.588 0.5 0.1 0.1 0.40
H -13.326 16.080 9.311 0.1 -0.9 -0.4 0.45
H -12.862 15.369 6.952 0.4 -1.0 0.8 0.36
H -11.912 13.089 6.508 -0.2 0.1 0.1 0.52
H -9.160 8.875 13.267 -0.3 -0.1 0.2 0.45
C -13.584 6.220 10.317 0.5 -0.5 0.3 -1.26
C -13.952 7.677 10.181 0.5 0.4 0.1 -0.53
As -13.410 8.516 8.502 -0.3 -0.8 -1.5 0.57
C -12.870 7.055 7.206 0.9 0.7 0.4 -0.50
C -14.033 6.477 6.406 0.0 -1.0 0.6 -1.14
C -15.199 9.039 7.766 1.0 0.8 0.3 -0.93
C -16.446 8.177 8.014 0.5 -0.6 0.0 -1.23
H -13.832 5.858 11.318 -0.2 0.1 -0.1 0.42
H -12.511 6.018 10.207 -0.1 0.3 0.0 0.25
H -14.076 5.586 9.590 -0.3 -0.1 -0.1 0.30
H -13.467 8.286 10.936 0.0 0.0 0.4 0.41
H -15.022 7.853 10.247 -0.1 0.0 0.0 0.53
H -12.324 6.280 7.785 -0.4 0.5 -0.3 0.44
H -12.117 7.596 6.600 -0.3 -0.5 0.0 0.31
H -14.784 6.102 7.118 0.2 -0.1 -0.4 0.22
H -13.719 5.603 5.791 0.0 0.7 0.4 0.38
H -14.545 7.182 5.772 0.1 0.3 -0.3 0.31
H -15.004 9.226 6.713 -0.1 0.1 -0.1 0.51
H -15.208 10.010 8.275 -0.8 0.1 -0.4 0.57
H -16.169 7.160 8.321 -0.1 0.2 0.0 0.32
H -17.050 8.042 7.094 0.3 0.4 0.6 0.29
H -17.027 8.597 8.833 -0.2 0.0 -0.2 0.38
N -7.228 10.224 4.979 0.5 0.5 0.4 -0.45
C -8.549 10.503 5.147 -0.3 0.0 0.2 0.47
C -9.190 10.288 6.385 -0.9 0.6 0.8 -0.21
N -10.520 10.572 6.534 1.3 -0.5 -1.2 0.19
C -11.215 10.970 5.448 -0.7 -0.3 0.2 -0.61
C -10.551 11.201 4.266 -0.3 -0.1 0.1 -0.42
N -9.271 10.973 4.146 1.0 0.3 -1.2 -0.52
H -6.727 10.141 5.863 0.1 -0.1 -0.6 0.24
H -6.685 10.677 4.226 -0.9 -0.5 0.6 0.29
H -8.636 9.981 7.286 -0.5 0.1 -0.6 0.15
H -12.316 11.021 5.461 0.7 0.2 0.5 0.67
H -11.084 11.607 3.414 0.1 -0.1 -0.1 0.39

***

E readings, ordered: -562.87498 -287.71869 -815.11442 -321.93549 -1603.71201 -8520.56696 -1096.49264 -5097.71630 Ha
Relative energy (zero: lowest compared OMol25 entry of this formula, charge and spin) readings, ordered: 88.85 71.39 25.74 97.18 0.00 41.85 22.94 9.30 kcal/mol